C16H29BIN2O8 | ωB97M-V with the def2-TZVPD basis set

Properties
Relative energy (zero: lowest compared OMol25 entry of this formula, charge and spin) = 0.0 kcal per mole
Maximum force = 0.040 hartree/bohr
Energy = -1660.86858 hartree
Total charge = +1
HOMO = -12.109 eV
Spin multiplicity = 1
E_LUMO = -0.1834 hartree

Element x y z (Å)
I (-6.869, -1.960, -0.102)
O (2.142, 2.218, 5.745)
O (1.595, -2.988, -7.041)
O (1.045, -1.941, -5.108)
O (1.051, -0.794, -6.944)
O (1.314, -2.078, 0.805)
O (0.110, -3.255, -0.877)
O (0.066, 1.944, 5.206)
O (0.925, 4.039, 5.173)
N (-0.530, 2.170, 1.207)
N (-1.777, 2.055, 1.605)
C (2.738, -3.396, -4.145)
C (-2.641, -1.019, -0.488)
C (-1.202, 2.504, 4.867)
C (0.343, -0.625, -1.193)
C (0.153, 1.400, 0.395)
C (3.195, 3.731, 7.340)
C (-0.406, 0.276, -0.245)
C (1.041, 2.854, 5.355)
C (-4.139, -0.589, -0.685)
C (-5.050, -1.003, 0.521)
C (-1.781, 0.096, 0.092)
C (1.259, -2.009, -6.429)
C (1.261, -3.163, -4.386)
C (3.289, 3.053, 5.989)
C (1.323, -0.700, -8.345)
C (-2.332, 1.016, 1.022)
B (0.607, -2.021, -0.406)
H (1.338, -0.180, -1.378)
H (-1.872, 1.681, 4.627)
H (-2.548, -1.966, 0.079)
H (1.206, 1.642, 0.204)
H (3.269, -3.553, -5.084)
H (0.787, -1.466, -8.903)
H (-4.145, 0.511, -0.816)
H (4.110, 4.282, 7.557)
H (-1.612, 3.049, 5.717)
H (-2.252, -1.227, -1.506)
H (-1.126, 3.156, 3.998)
H (0.983, 0.277, -8.678)
H (0.801, -4.005, -4.904)
H (2.891, -4.271, -3.513)
H (3.190, -2.526, -3.663)
H (3.029, 2.994, 8.127)
H (0.733, -1.737, 1.505)
H (-0.206, -0.871, -2.116)
H (2.358, 4.429, 7.372)
H (-3.381, 0.850, 1.304)
H (-5.330, -0.078, 1.058)
H (-0.639, -3.521, -0.323)
H (4.156, 2.394, 5.969)
H (2.395, -0.779, -8.523)
H (3.414, 3.777, 5.184)
H (-4.461, -1.602, 1.233)
H (0.756, -3.051, -3.425)
H (-4.534, -1.005, -1.625)
H (-0.043, 2.981, 1.597)

Atom charges from the Mulliken analysis, given in e for atoms 1 to 5: I 0.1074; O -0.3497; O -0.5406; O -0.2715; O -0.3487

C2H3N3O | ωB97M-V with the def2-TZVPD basis set

Properties
Relative energy (zero: lowest compared OMol25 entry of this formula, charge and spin) = 79.7 kcal per mole
Maximum force = 0.110 hartree/bohr
Energy = -317.40524 hartree
HOMO = -9.142 eV
Spin multiplicity = 1
E_LUMO = 0.0195 hartree

Element x y z (Å)
O (-1.244, 0.294, 0.769)
N (-0.584, -1.692, 0.803)
N (0.452, 1.274, -0.614)
N (-1.486, -1.026, 1.298)
C (0.214, -1.082, -0.159)
C (-0.296, 0.167, -0.090)
H (0.109, 2.195, -0.543)
H (1.413, -1.216, -0.287)
H (1.421, 1.087, -1.177)

Atom charges from the Mulliken analysis, given in e for atoms 1 to 5: O -0.2083; N -0.1824; N -0.4509; N -0.1079; C -0.2655

C5H22N2O6 | ωB97M-V with the def2-TZVPD basis set

Properties
Relative energy (zero: lowest compared OMol25 entry of this formula, charge and spin) = 103.3 kcal per mole
Maximum force = 0.110 hartree/bohr
Energy = -764.56202 hartree
HOMO = -9.280 eV
Spin multiplicity = 1
E_LUMO = 0.0053 hartree

Element x y z (Å)
O (1.146, -0.094, -3.478)
O (-1.828, -1.121, -0.708)
O (-0.963, -4.024, -0.476)
O (1.204, 3.844, 1.927)
O (2.646, 0.852, -1.497)
O (0.296, -2.484, -3.174)
N (-1.718, -1.357, 1.481)
N (-1.813, 1.814, -0.056)
C (-0.951, 0.795, 0.618)
C (1.550, 0.802, 1.174)
C (0.453, 0.737, 0.094)
C (-1.548, -0.667, 0.382)
C (-1.534, -1.022, 2.930)
H (0.333, -2.259, -2.289)
H (0.495, 0.556, -3.267)
H (2.192, -0.004, 1.111)
H (0.265, 3.750, 2.042)
H (-2.288, -2.239, 1.374)
H (-0.443, -3.612, 0.167)
H (-1.161, 0.845, 1.806)
H (-2.446, -0.659, 3.360)
H (-1.206, -1.958, 3.574)
H (1.077, 1.142, 2.142)
H (1.267, 3.540, 1.034)
H (3.441, 0.931, -1.971)
H (-2.739, 1.814, 0.334)
H (2.449, -0.065, -1.531)
H (-1.934, 1.535, -1.080)
H (-0.884, -3.306, -1.128)
H (-0.635, -0.274, 3.045)
H (0.517, 1.643, -0.665)
H (2.183, 1.814, 0.895)
H (1.808, 0.442, -4.031)
H (0.498, -0.103, -0.604)
H (0.271, -1.609, -3.534)

Atom charges from the Mulliken analysis, given in e for atoms 1 to 5: O -0.6926; O -0.6746; O -0.6217; O -0.6503; O -0.5427